# 1
# C22H40FI3N2O2

2 unconnected molecules or ions with the total composition C22H40FI3N2O2 (ωB97M-V/def2-TZVPD, OMol25).

## Properties
Strongest force on any atom   0.10917 hartree/bohr
Relative energy (zero: lowest compared OMol25 entry of this formula, charge and spin)   0.0 kcal/mol
HOMO-LUMO gap   2.96 eV
2S+1   1

CARTESIAN COORDINATES (ANGSTROEM)
I1 -0.8267 2.7002 -2.0975
I2 -2.1163 -0.6908 1.5949
I3 2.0877 0.9951 -2.0858
F1 -3.4918 -1.1342 -3.6113
O1 -0.5415 -2.1766 5.1276
O2 3.1685 -0.5463 3.7801
N1 1.3549 2.1001 0.4858
N2 0.3272 1.1904 0.2380
C1 -2.8973 0.0081 -3.0040
C2 0.9697 -3.2506 0.2221
C3 0.7776 -2.2122 5.3374
C4 2.5556 -1.8139 -4.1126
C5 -4.1074 1.0562 -2.8817
C6 -0.0079 -1.0551 -3.9704
C7 -0.7778 -0.5162 -1.4309
C8 -2.3656 -0.2694 -1.5299
C9 -2.0884 3.7042 3.5108
C10 -1.2114 -2.8627 -2.6346
C11 3.4851 0.7715 2.9088
C12 2.6061 -0.5773 2.4391
C13 0.9418 -0.3031 2.3373
C14 0.0680 0.8510 -1.2587
C15 0.2253 3.2299 2.5436
C16 -0.5034 -1.0396 0.1043
C17 1.1075 -1.9333 -4.7287
C18 -0.2821 -1.5784 -2.4964
C19 -0.8776 4.3924 2.7072
C20 -0.2217 -2.5593 0.3815
C21 0.6688 -0.1610 0.7954
C22 0.9274 3.3623 1.1175
H1 1.5890 -0.6779 0.3660
H2 -0.9545 -1.2504 -4.5729
H3 -3.8338 1.9546 -2.2653
H4 -2.9233 4.4203 3.7388
H5 -5.0101 0.5808 -2.3852
H6 0.1682 0.0522 -4.0711
H7 0.5664 -1.2422 2.8344
H8 1.1816 -1.5543 6.1433
H9 1.1199 -1.5573 -5.7993
H10 -2.1521 0.5241 -3.6729
H11 4.3803 0.8369 3.5825
H12 1.4361 -1.9304 4.4853
H13 -2.6736 0.6551 -0.9526
H14 -2.5403 2.8903 2.8602
H15 -1.9651 -2.9604 -1.7906
H16 1.7366 -2.9415 -0.5359
H17 -0.5503 -3.7796 -2.5376
H18 1.1299 -4.1654 0.8447
H19 4.1658 0.5514 1.9817
H20 -1.6888 3.2650 4.4765
H21 3.0043 -0.7806 -4.2089
H22 0.8658 0.6308 2.9436
H23 2.1593 1.6895 0.9634
H24 -1.1040 -3.1771 0.7232
H25 1.2174 -3.1970 5.6256
H26 -1.7960 -2.9255 -3.5868
H27 -0.3808 2.2726 2.5278
H28 3.0856 -1.2775 1.6346
H29 0.2790 4.0249 0.4843
H30 3.2335 -2.4861 -4.7324
H31 1.8793 3.9587 1.2924
H32 2.6421 -2.2163 -3.0549
H33 0.7178 -1.9629 -2.1169
H34 -2.9410 -1.1839 -1.1886
H35 0.7815 -3.0179 -4.7372
H36 -0.4812 5.2932 3.2453
H37 -4.3497 1.4091 -3.9250
H38 -1.3271 4.6871 1.7097
H39 -0.5799 1.6169 0.4925
H40 0.9582 3.2892 3.3894

Atomic partial charges in e from the Löwdin method, atoms 1 to 4: 0.9621 1.1147 1.0328 -0.0511

---

# 2
# CH3I3Si

A single CH3I3Si molecule (ωB97M-V/def2-TZVPD, OMol25).

## Properties
Strongest force on any atom   0.05144 hartree/bohr
SMILES string   C[Si](I)(I)I
Relative energy (zero: lowest compared OMol25 entry of this formula, charge and spin)   12.9 kcal/mol
HOMO-LUMO gap   8.45 eV
2S+1   1

CARTESIAN COORDINATES (ANGSTROEM)
I1 1.7152 -1.6318 -1.5989
I2 1.7006 -0.4396 2.2843
I3 1.7231 2.5291 -0.6153
Si1 0.7643 0.0590 0.0262
C1 -1.1580 -0.0085 -0.0017
H1 -1.3455 -1.1115 -0.4411
H2 -1.5877 0.0370 1.0495
H3 -1.8121 0.5664 -0.7029

Atomic partial charges in e from the Löwdin method, atoms 1 to 4: 0.3236 0.3462 0.1663 -0.5950

---

# 3
# C9H38O10

10 unconnected molecules or ions with the total composition C9H38O10 (ωB97M-V/def2-TZVPD, OMol25).

## Properties
Strongest force on any atom   0.08496 hartree/bohr
SMILES string   CCO.CCO.CCO.CO.CO.CO.O.O.O.O
Relative energy (zero: lowest compared OMol25 entry of this formula, charge and spin)   133.9 kcal/mol
HOMO-LUMO gap   10.21 eV
2S+1   1

CARTESIAN COORDINATES (ANGSTROEM)
O1 -0.5365 -3.4191 2.5626
O2 4.5540 -0.9723 4.9196
O3 -0.6470 -0.2170 -4.5112
O4 3.5289 -5.8864 -4.2221
O5 -3.8335 -1.4606 4.3766
O6 -1.3428 1.5817 5.8964
O7 1.9274 -0.7725 1.0157
O8 -5.5701 4.1982 0.3211
O9 6.0336 -1.3511 -0.1826
O10 0.1729 6.8746 -3.4867
C1 5.5218 -1.9973 5.0885
C2 -0.6774 1.1191 -4.5806
C3 2.7484 -5.1360 -3.4062
C4 0.1427 0.7053 0.7402
C5 -5.6806 2.9831 -0.3703
C6 -6.7198 2.1772 0.3508
C7 1.6795 0.5753 0.8873
C8 1.5668 -5.9018 -2.8406
C9 -0.8465 6.6991 -2.5738
H1 -1.3123 7.6107 -2.1996
H2 0.2058 -0.5118 -4.8390
H3 6.0841 -2.2155 4.1806
H4 2.2892 -4.3226 -3.9681
H5 2.0109 1.1534 1.7498
H6 -6.4874 2.0215 1.4043
H7 4.3665 -5.4318 -4.3376
H8 -1.8198 0.7645 5.7516
H9 -1.7120 1.4165 -4.4097
H10 2.8616 -0.9664 0.9096
H11 -6.4224 4.6401 0.3290
H12 0.8705 6.2208 -3.3999
H13 -1.1506 -2.7002 2.4134
H14 2.0558 -6.7185 -2.3095
H15 -6.0365 3.2914 -1.3534
H16 3.2663 -4.6912 -2.5566
H17 0.2821 -3.1218 2.1654
H18 3.8863 -1.1241 4.2468
H19 -4.3109 -1.8515 3.6448
H20 -0.1964 0.3040 -0.2148
H21 1.1288 -6.3991 -3.7061
H22 -0.0356 1.5353 -3.8041
H23 -0.5552 0.3870 1.5145
H24 -3.9366 -2.0874 5.0926
H25 6.1045 -1.6592 5.9454
H26 -0.3114 1.2784 -5.5949
H27 5.9886 -1.2493 -1.1333
H28 0.8163 -5.3897 -2.2384
H29 -7.7160 2.5935 0.2010
H30 -6.7372 1.1769 -0.0820
H31 6.7112 -0.7338 0.0930
H32 4.8991 -2.8490 5.3623
H33 2.1146 0.9913 -0.0214
H34 -1.7509 6.2671 -3.0023
H35 -1.9836 2.2691 5.7146
H36 -4.8005 2.3514 -0.4908
H37 -0.0675 1.7654 0.5980
H38 -0.6208 6.1851 -1.6395

Atomic partial charges in e from the Löwdin method, atoms 1 to 4: -0.0532 -0.1422 -0.1136 -0.0403

---

# 4
# C12H16N2O

2 unconnected molecules or ions with the total composition C12H16N2O (ωB97M-V/def2-TZVPD, OMol25).

## Properties
Strongest force on any atom   0.04990 hartree/bohr
SMILES string   Cc1c[nH]c2ccccc12.CCC(N)=O
Relative energy (zero: lowest compared OMol25 entry of this formula, charge and spin)   17.4 kcal/mol
HOMO-LUMO gap   8.98 eV
2S+1   1

CARTESIAN COORDINATES (ANGSTROEM)
O1 3.0197 -1.8409 2.1567
N1 0.4131 1.6998 -1.4079
N2 2.1652 0.0492 1.3180
C1 -1.3000 0.9259 -0.1298
C2 -0.8673 2.6182 1.8890
C3 -2.7063 -0.9145 -0.5891
C4 2.2091 -1.3285 1.4158
C5 -1.1020 -0.1926 -2.2289
C6 1.4901 -2.2830 -0.7809
C7 -2.0815 -1.1004 -1.8663
C8 -0.5786 1.9080 0.6041
C9 1.1102 -2.0644 0.6948
C10 -2.3492 0.0817 0.2654
C11 0.4355 2.4060 -0.1873
C12 -0.6074 0.7950 -1.3560
H1 1.2186 1.5495 -1.9860
H2 1.8283 0.5991 0.5388
H3 -2.8739 0.1974 1.2037
H4 0.7333 -2.0635 -1.5246
H5 -0.1308 3.3779 2.1085
H6 2.9050 0.5651 1.7778
H7 -2.2800 -1.8217 -2.6416
H8 -0.6554 -0.3208 -3.2141
H9 2.4582 -1.8759 -1.0858
H10 -1.0187 1.9007 2.6979
H11 -3.4735 -1.6444 -0.3665
H12 0.2059 -1.4579 0.6683
H13 0.9005 3.3686 -0.0518
H14 0.9652 -3.0089 1.2079
H15 -1.7807 3.2273 1.7971
H16 1.7473 -3.3519 -0.9272

Atomic partial charges in e from the Löwdin method, atoms 1 to 4: 0.0508 0.0757 0.1614 -0.1465

---

# 5
# C7H6NO6Sm

A molecular structure, C7H6NO6Sm (ωB97M-V/def2-TZVPD, OMol25).

## Properties
Strongest force on any atom   0.12587 hartree/bohr
Net charge   +2
Relative energy (zero: lowest compared OMol25 entry of this formula, charge and spin)   0.0 kcal/mol
HOMO-LUMO gap (spin up / spin down)   7.56 / 7.63 eV
2S+1   6
Expectation value of S²   8.811

CARTESIAN COORDINATES (ANGSTROEM)
Sm1 0.2334 0.3370 -0.2723
O1 1.6529 1.9185 -4.8557
O2 -1.7703 2.3441 -2.6263
O3 -1.2700 -2.7882 -1.8838
O4 -2.4789 -0.0490 2.1681
O5 0.9693 1.7803 1.2116
O6 1.9804 -2.3383 1.7036
N1 0.9830 1.1745 3.4132
C1 -1.0367 1.7157 -1.9953
C2 -0.7646 -1.8623 -1.4256
C3 1.2356 2.0668 2.4420
C4 1.8352 3.3602 2.8490
C5 1.5525 -1.5327 0.9992
C6 -1.6444 0.0183 1.3751
C7 1.3114 1.5122 -3.8402
H1 1.9770 3.3604 3.9376
H2 1.1912 4.2006 2.5662
H3 1.1938 1.3871 4.3795
H4 1.6069 -0.2482 -1.4690
H5 0.5391 0.2892 3.2181
H6 2.7988 3.5161 2.3512

Atomic partial charges in e from the Löwdin method, atoms 1 to 4: 1.1775 0.0915 0.1701 0.1649

---

# 6
# C51H43HgN14O2S

A molecular structure, C51H43HgN14O2S (ωB97M-V/def2-TZVPD, OMol25).

## Properties
Strongest force on any atom   0.01001 hartree/bohr
Net charge   -2
HOMO-LUMO gap (spin up / spin down)   5.01 / 4.96 eV
2S+1   2
Expectation value of S²   0.831

CARTESIAN COORDINATES (ANGSTROEM)
Hg1 0.2372 -0.6300 0.0914
S1 -2.3910 0.0906 1.7564
O1 0.2451 -1.8036 2.1296
O2 2.5623 -1.1269 1.1807
N1 2.2448 3.0066 4.1857
N2 -1.2217 0.9496 1.0270
N3 1.3762 -2.0135 2.7458
N4 -4.3168 0.2024 -0.9645
N5 2.8760 0.2299 -2.0909
N6 -0.1240 -3.4607 -2.0539
N7 1.5394 1.3747 2.7443
N8 -5.6097 -0.8620 0.5931
N9 2.5474 -1.6847 2.3028
N10 -3.1870 -1.1050 0.8263
N11 -0.3355 2.9527 0.1912
N12 1.0317 1.2912 -0.9088
N13 1.1272 -1.4070 -1.8441
N14 -1.4620 -2.0437 -0.5529
C1 2.0423 3.2663 -0.3930
C2 -3.2768 -3.3719 -0.3162
C3 -7.3895 -1.7686 4.2900
C4 4.0807 -2.0175 -3.8869
C5 2.3186 -4.2233 -3.8732
C6 4.2765 2.9329 -1.2938
C7 1.3209 -2.6041 4.0345
C8 -4.7680 -5.2319 -0.5208
C9 2.3833 4.5343 0.0740
C10 -7.5354 -0.9368 2.0360
C11 -0.0945 3.7844 3.9663
C12 3.9338 3.0608 6.0094
C13 -3.8437 -5.8760 -1.3860
C14 3.8567 2.1655 2.5107
C15 -8.1396 -1.2580 3.2408
C16 0.9174 2.9933 4.7841
C17 2.2910 -0.9418 -2.3112
C18 -1.2130 -3.1715 -1.2929
C19 3.2783 3.7773 4.8309
C20 2.4876 2.1277 3.1475
C21 -2.6710 4.3452 0.5628
C22 2.4762 -2.9563 4.7289
C23 2.3624 -3.5257 5.9852
C24 -6.1659 -1.1365 1.8385
C25 -3.8432 2.2671 1.0555
C26 -5.4137 -1.6584 2.8972
C27 0.8911 -2.6985 -2.2924
C28 0.0676 -2.8261 4.5894
C29 2.9795 2.4702 -1.0780
C30 1.1143 -3.7521 6.5556
C31 -3.8636 5.0327 0.4554
C32 -5.0509 2.9764 0.8735
C33 -0.0258 -3.3998 5.8495
C34 3.4998 -4.2583 -4.5992
C35 -3.8795 0.8771 1.4066
C36 4.6126 4.1892 -0.8236
C37 -5.0626 4.3196 0.5791
C38 3.6707 4.9885 -0.1461
C39 -1.3377 2.2435 0.6573
C40 -6.0256 -1.9587 4.1028
C41 -2.3405 -4.0260 -1.1693
C42 2.3079 1.2219 -1.4017
C43 4.3756 -3.1663 -4.6071
C44 -2.6379 2.9732 0.8257
C45 2.0259 -3.0741 -3.1516
C46 0.8301 2.4781 -0.3032
C47 -2.6601 -2.1404 0.0281
C48 -4.4986 -3.9955 0.0093
C49 2.8995 -1.9860 -3.1619
C50 -4.3171 -0.2000 0.4254
C51 -2.6472 -5.2891 -1.7102
H1 4.7450 -1.1623 -3.8773
H2 3.7534 -5.1453 -5.1692
H3 -1.0779 3.7669 4.4418
H4 3.9639 5.9693 0.2114
H5 4.4007 2.1311 5.6799
H6 -5.9814 2.4369 1.0099
H7 -4.3579 -1.8364 2.7642
H8 -6.2695 -0.4554 -0.0521
H9 0.5825 1.9582 4.8731
H10 -4.2283 -0.6310 -1.5422
H11 1.0060 3.4052 5.7943
H12 4.0350 4.0591 4.0984
H13 3.4412 -2.7789 4.2795
H14 1.6520 5.1337 0.6033
H15 2.8324 4.7165 5.1748
H16 1.8792 0.8288 1.9566
H17 3.9229 1.3626 1.7785
H18 4.6582 2.0340 3.2416
H19 4.6995 3.6864 6.4759
H20 -6.0135 4.8297 0.4642
H21 4.9939 2.3089 -1.8126
H22 3.2622 -3.7986 6.5239
H23 5.6174 4.5682 -0.9738
H24 -5.2063 -3.4985 0.6604
H25 -0.1832 3.3473 2.9723
H26 -3.8694 6.0961 0.2510
H27 -5.7001 -5.7293 -0.2766
H28 -3.5026 0.7816 -1.1402
H29 -9.2041 -1.0917 3.3616
H30 3.1925 2.8061 6.7692
H31 -1.0059 -3.5710 6.2780
H32 1.6349 -5.0630 -3.8577
H33 4.0171 3.1140 1.9930
H34 -1.7228 4.8417 0.4041
H35 -0.8035 -2.5430 4.0173
H36 0.2171 4.8271 3.8602
H37 1.0345 -4.2014 7.5378
H38 -8.1255 -0.5160 1.2284
H39 -4.0906 -6.8508 -1.7932
H40 -7.8571 -2.0124 5.2358
H41 -1.9354 -5.7792 -2.3638
H42 5.2929 -3.2233 -5.1820
H43 -5.4201 -2.3561 4.9090

Atomic partial charges in e from the Löwdin method, atoms 1 to 4: 1.1378 1.1059 -0.2221 -0.1900

---

# 7
# C6H15NS

A single C6H15NS molecule (ωB97M-V/def2-TZVPD, OMol25).

## Properties
Strongest force on any atom   0.16333 hartree/bohr
SMILES string   CC[C@@H](CS)N(C)C
Relative energy (zero: lowest compared OMol25 entry of this formula, charge and spin)   101.4 kcal/mol
HOMO-LUMO gap   9.19 eV
2S+1   1

CARTESIAN COORDINATES (ANGSTROEM)
S1 -1.2726 2.7821 -0.0347
N1 0.9150 0.7429 -0.4598
C1 -0.2983 0.2209 -0.2731
C2 -1.9874 -1.6626 0.2723
C3 2.0194 0.8284 0.6649
C4 -0.9976 1.1671 0.7080
C5 -0.4989 -1.1659 0.2824
C6 1.4798 -0.2412 -1.5651
H1 -0.6333 0.9756 1.7716
H2 1.4073 -1.4039 -1.2080
H3 -0.9308 0.3974 -1.2772
H4 0.8079 -0.0823 -2.4908
H5 -2.4988 -1.3200 -0.7710
H6 -0.1095 2.4642 -0.9732
H7 -2.6763 -1.2655 1.2315
H8 -1.9918 -2.6952 0.4818
H9 1.3726 0.9805 1.6399
H10 0.2135 -1.9317 -0.1116
H11 -2.0534 0.7284 1.0112
H12 -0.0154 -1.0513 1.2027
H13 2.3094 -0.1210 0.9628
H14 2.8638 1.5985 0.5263
H15 2.5755 0.0547 -1.5909

Atomic partial charges in e from the Löwdin method, atoms 1 to 4: 0.6422 -0.2532 -0.6427 -0.0903

---

# 8
# C3H8N4O

A molecular structure, C3H8N4O (ωB97M-V/def2-TZVPD, OMol25).

## Properties
Strongest force on any atom   0.02683 hartree/bohr
Relative energy (zero: lowest compared OMol25 entry of this formula, charge and spin)   149.1 kcal/mol
HOMO-LUMO gap   7.74 eV
2S+1   1

CARTESIAN COORDINATES (ANGSTROEM)
O1 -1.1125 -0.3456 -1.8035
N1 -0.6721 0.6128 -0.8455
N2 1.6898 0.2255 1.6769
N3 -0.9830 0.2872 0.6498
N4 1.5987 0.7641 -1.7083
C1 -1.3763 -1.0811 0.9608
C2 0.9076 0.4521 0.7233
C3 0.7492 0.5261 -0.6189
H1 -1.6824 0.9653 0.9443
H2 -1.5374 -1.1661 2.0354
H3 2.5187 0.3662 -1.5796
H4 1.6727 1.7493 -1.9437
H5 -0.3045 -0.7098 -2.2080
H6 -2.2849 -1.3827 0.4360
H7 1.3647 0.4638 2.6093
H8 -0.5486 -1.7272 0.6716

Atomic partial charges in e from the Löwdin method, atoms 1 to 4: -0.0442 -0.0752 0.0915 -0.0515